Entry i
Entry from the Open Molecules 2025 dataset: a cluster of 7 separate species, C12H39O7 in total (ωB97M-V with the def2-TZVPD basis set).

**Net charge**: +1
**M**: 295.437 g mol⁻¹
**Highest occupied orbital energy**: -12.59 eV

Structure (XYZ):
```
58
Properties=species:S:1:pos:R:3:nbo_charge:R:1
H -0.653 2.062 2.592 0.194
H 3.728 0.925 -3.365 0.192
H -0.399 -3.728 0.808 0.209
H 4.334 -0.997 1.388 0.124
C -1.848 -2.656 1.817 0.130
O 0.414 2.704 0.127 -0.794
H -3.926 -1.175 -1.055 0.203
H 1.959 0.872 -2.020 0.171
H 1.259 -0.531 0.025 0.598
C -2.062 -3.730 2.916 -0.627
H 5.524 -0.235 0.157 0.176
H -2.900 -2.077 1.732 0.127
H -2.826 1.488 -1.789 0.172
H 2.543 1.903 -4.774 0.480
H 3.961 1.215 0.506 0.493
H 0.786 -1.920 -2.660 0.180
O 1.642 -2.173 -0.780 -0.762
H 4.501 -1.568 -0.224 0.172
C 0.106 2.916 2.583 -0.611
H 0.290 5.593 1.824 0.224
H 0.306 2.993 -0.745 0.482
O 1.727 1.422 -4.237 -0.735
H 1.169 2.591 3.037 0.232
H -0.073 0.605 0.421 0.580
H 1.827 -3.620 -2.213 0.194
H -0.171 -0.768 0.724 0.545
H -2.953 -4.412 2.418 0.219
C 0.761 4.950 1.072 -0.649
O 0.505 -0.159 0.643 -0.808
H -3.838 1.643 0.546 0.239
C -0.062 3.587 1.185 0.109
H -0.891 -2.391 -0.226 0.207
H -3.554 -0.753 -2.667 0.212
H -1.310 -4.379 3.146 0.211
H -3.224 -0.017 0.937 0.217
H 1.760 4.912 0.823 0.230
O 3.601 0.362 0.038 -0.723
H -4.764 0.227 -1.778 0.219
H -1.432 -1.202 2.970 0.491
C 2.481 0.788 -3.152 -0.268
H -0.996 3.687 0.722 0.188
H -2.150 -3.248 3.837 0.211
C 4.500 -0.554 0.267 -0.236
H 2.244 -2.826 -0.334 0.494
C 1.700 -2.579 -2.127 -0.246
H -1.364 -0.197 -2.170 0.488
H -1.872 -3.828 -0.197 0.240
H -2.155 1.368 0.899 0.192
C -2.792 0.667 -1.144 0.073
O -1.575 0.027 -1.236 -0.760
H 2.604 -2.249 -2.645 0.175
H 2.310 -0.250 -3.315 0.158
C -3.017 0.910 0.340 -0.635
O -1.071 -1.700 2.239 -0.752
C -1.280 -3.145 0.456 -0.648
C -3.860 -0.225 -1.710 -0.611
H 0.007 3.580 3.239 0.207
H 0.461 5.323 0.124 0.206
```

***

Entry ii
Entry from the Open Molecules 2025 dataset: a cluster of 7 separate species, C12H39O7 in total (ωB97M-V with the def2-TZVPD basis set).

**Net charge**: +1
**M**: 295.437 g mol⁻¹
**Highest occupied orbital energy**: -12.11 eV

Structure (XYZ):
```
58
Properties=species:S:1:pos:R:3:nbo_charge:R:1
H -1.517 -0.207 2.890 0.194
H -2.751 -0.478 -1.451 0.228
H 3.171 -2.356 0.397 0.215
H 1.283 -4.580 -0.804 0.152
H -0.198 2.682 2.620 0.501
O -1.135 -1.877 0.429 -0.772
O 0.103 0.468 -0.197 -0.803
C -3.433 1.732 1.054 -0.080
O -0.112 1.420 -2.702 -0.754
H 2.771 0.092 -3.783 0.252
H -0.479 -0.216 -0.270 0.560
H -5.384 1.073 0.029 0.181
H 2.310 -4.774 0.700 0.170
C 2.897 2.848 0.221 -0.085
C 0.292 0.806 3.199 -0.092
C 2.305 -2.724 -0.065 -0.654
O -0.084 1.813 2.259 -0.775
H 2.115 0.218 -2.058 0.219
C 1.907 0.334 -3.139 -0.645
H 3.188 3.662 0.941 0.181
C 3.036 1.475 0.890 -0.684
H 0.696 1.293 -4.682 0.202
C 0.949 1.357 -3.607 -0.083
H -1.219 -1.160 -2.207 0.207
H -1.858 0.950 4.134 0.222
H 2.449 -2.315 -1.042 0.216
H -2.993 -2.608 -0.043 0.169
H 1.648 3.942 -0.501 0.478
C -2.145 -1.519 -1.717 -0.675
C -1.943 -2.466 -0.563 -0.042
H -3.456 2.133 -0.798 0.475
H 3.589 3.080 -0.783 0.171
H 0.782 1.226 4.072 0.200
O 3.208 -4.741 -1.163 -0.726
H 0.705 -0.118 2.665 0.193
H 4.111 1.291 1.402 0.248
H 2.412 1.414 1.930 0.224
H 1.230 -0.620 -3.322 0.195
H -0.760 1.978 -3.031 0.492
H -1.565 -3.251 -0.908 0.163
C 2.246 -4.234 -0.218 -0.056
O -2.777 1.700 -0.203 -0.735
H -0.887 -0.361 4.546 0.219
H 0.311 1.069 0.508 0.586
H -3.953 2.514 1.286 0.160
C -1.039 0.297 3.709 -0.638
H 1.453 2.313 -3.311 0.166
H 3.270 -5.661 -1.003 0.469
C -4.630 0.738 1.058 -0.597
H 2.919 0.558 0.287 0.221
O 1.540 3.061 -0.183 -0.750
H -0.025 0.980 -1.008 0.562
H -4.084 -0.183 0.828 0.204
H -2.829 -1.982 -2.526 0.251
H 1.403 -2.253 0.211 0.213
H -5.186 0.808 1.951 0.219
H -2.728 1.593 1.830 0.177
H -1.157 -2.225 1.251 0.490
```

***

What is the stability order? It is entry ii, entry i, from most stable to least stable.

***

Entry i
Entry from the Open Molecules 2025 dataset: a structure of composition C23H17ClN4O6Ta (ωB97M-V with the def2-TZVPD basis set).

**Net charge**: -1
**M**: 661.812 g mol⁻¹
**Highest occupied orbital energy**: -3.33 eV

Structure (XYZ):
```
52
Properties=species:S:1:pos:R:3:nbo_charge:R:1
O 0.337 -1.219 1.309 -0.960
C 2.322 0.838 -4.236 0.417
C 2.965 2.454 -5.896 -0.182
H 0.274 -0.981 3.091 0.273
H 1.914 -0.437 -2.984 0.500
O -0.442 -0.932 -1.873 -0.556
C 0.511 0.616 4.519 -0.290
H 3.320 2.684 -6.894 0.202
C -3.133 -2.192 -0.130 -0.293
H 1.988 -3.014 -2.163 0.191
H 0.803 2.413 5.661 0.206
H 1.661 -2.892 -0.421 0.279
H -4.145 -0.254 -0.161 0.141
N -1.885 2.676 -0.738 -0.551
C -1.244 1.744 -0.487 -0.108
H 1.377 3.746 0.938 0.203
N 0.674 0.787 2.094 -0.432
Ta -0.002 -0.063 0.002 1.918
C 2.264 3.179 -3.711 -0.129
O 1.586 0.425 -1.479 -0.786
H -5.280 -2.423 -0.213 0.213
C 0.990 2.734 3.550 -0.253
H 0.339 -0.017 5.379 0.215
H 2.873 4.512 -5.275 0.204
C 1.601 1.633 -1.894 0.584
O -2.117 -0.089 -0.084 -0.595
C -4.245 -4.304 -0.184 -0.138
C -1.845 -2.786 -0.085 0.406
C 0.769 1.967 4.673 -0.151
C 0.563 -1.535 -1.591 0.458
C 1.149 2.689 1.049 0.124
N 1.042 1.853 0.083 -0.272
C 0.931 2.087 2.327 0.141
O -0.797 -2.075 -0.038 -0.640
C 2.767 1.134 -5.521 -0.307
H 2.076 3.979 -3.006 0.232
H -2.938 -6.027 -0.143 0.214
C -4.322 -2.927 -0.180 -0.150
Cl -5.700 -5.247 -0.245 -0.047
C 1.775 -2.315 -1.341 -0.704
C -3.002 -4.947 -0.140 -0.213
C -1.837 -4.203 -0.092 -0.232
C -3.162 -0.745 -0.123 0.437
H 1.206 3.792 3.611 0.217
H 2.634 -1.654 -1.227 0.257
C 0.472 0.066 3.239 0.123
N 1.273 2.596 -1.100 -0.393
C 2.715 3.479 -4.991 -0.273
C 2.060 1.856 -3.304 -0.218
H 2.961 0.325 -6.213 0.216
O 2.167 -0.474 -3.931 -0.698
H -0.879 -4.714 -0.057 0.204
```

***

Entry ii
Entry from the Open Molecules 2025 dataset: a structure of composition C23H17ClN4O6Ta (ωB97M-V with the def2-TZVPD basis set).

**Net charge**: -1
**M**: 661.812 g mol⁻¹
**Highest occupied orbital energy**: -4.31 eV

Structure (XYZ):
```
52
Properties=species:S:1:pos:R:3:nbo_charge:R:1
O -0.667 1.037 -0.962 -0.719
O 0.618 -0.468 -0.895 -0.696
C 2.181 -1.649 2.013 0.152
C -1.996 2.866 -3.813 -0.188
H -3.278 0.973 2.087 0.235
O -1.550 -1.421 2.985 -0.627
C -1.238 1.950 -1.670 0.500
C -1.602 -0.284 2.523 0.265
N -2.794 -1.535 0.376 -0.433
H 0.717 -4.082 -5.738 0.201
C 0.269 -1.715 -3.357 -0.085
Ta -0.065 0.400 1.022 2.103
C 2.318 -0.716 3.096 0.124
H 2.374 2.030 5.659 0.216
C 0.753 -3.601 -4.768 -0.182
H 1.901 -3.763 -0.651 0.505
O -1.091 2.320 0.986 -0.535
C 2.377 1.222 4.940 -0.277
H -2.232 1.555 3.414 0.223
H -0.986 1.002 -3.584 0.209
C -1.859 -0.881 0.596 -0.125
C 0.939 -1.674 -0.932 0.594
N 1.370 -2.308 0.124 -0.501
H 0.983 2.178 3.620 0.271
C 0.853 -2.341 -2.262 -0.163
C -1.778 3.117 -1.084 -0.274
C -1.378 1.872 -3.074 -0.290
C -2.509 3.994 -3.176 -0.118
Cl -3.285 5.237 -4.111 -0.044
H -2.058 4.103 0.844 0.126
H 3.732 -1.802 4.308 0.216
H -0.244 -1.811 -5.431 0.204
N 1.531 0.340 2.835 -0.420
C 3.157 0.095 5.142 -0.154
O 1.979 -4.340 -1.448 -0.697
C -1.648 3.210 0.350 0.395
H 3.777 0.007 6.027 0.208
H -3.353 0.186 3.691 0.209
C -2.405 4.130 -1.808 -0.170
C 0.215 -2.330 -4.599 -0.291
C 3.136 -0.905 4.201 -0.244
H -2.801 5.003 -1.304 0.212
H 1.761 -5.241 -3.812 0.214
H -2.075 2.753 -4.886 0.216
N 1.367 -1.287 1.081 -0.311
C 1.592 1.315 3.799 0.116
C 1.385 -3.631 -2.449 0.342
H 2.736 -2.584 2.006 0.202
H -0.146 -0.725 -3.232 0.217
C -2.689 0.666 2.959 -0.724
C 1.337 -4.252 -3.694 -0.289
O 0.372 1.788 2.057 -0.921
```

***

What is the stability order? It is entry ii, entry i, from most stable to least stable.

***

Entry i
Entry from the Open Molecules 2025 dataset: an isolated molecule of C6H14N2O (ωB97M-V with the def2-TZVPD basis set).

**Net charge**: 0
**M**: 130.191 g mol⁻¹
**Highest occupied orbital energy**: -8.34 eV

Structure (XYZ):
```
23
Properties=species:S:1:pos:R:3:nbo_charge:R:1
H -2.044 -0.863 -1.317 0.353
C -1.207 -0.530 1.290 -0.311
H -0.653 -0.878 2.165 0.211
H 2.754 -0.930 -0.059 0.223
H -0.840 -2.553 0.674 0.156
N -0.437 0.523 0.632 -0.493
C 1.767 -0.877 0.404 -0.668
H -2.189 -0.157 1.600 0.217
C 0.929 0.123 -0.391 0.492
H 1.746 1.939 0.445 0.227
C -1.297 1.459 -0.067 -0.419
O 0.535 -0.332 -1.601 -0.765
H -1.666 1.079 -1.035 0.157
C -1.345 -1.661 0.314 0.207
H -0.744 2.378 -0.270 0.203
H 2.650 1.269 -0.930 0.218
H 1.890 -0.545 1.432 0.220
H 1.354 -1.883 0.380 0.209
H 1.125 2.107 -1.218 0.222
C 1.654 1.456 -0.526 -0.650
H -2.160 1.710 0.553 0.193
N -1.577 -1.687 -0.944 -0.699
H -0.246 -1.146 -1.533 0.498
```

***

Entry ii
Entry from the Open Molecules 2025 dataset: a structure of composition C6H14N2O (ωB97M-V with the def2-TZVPD basis set).

**Net charge**: 0
**M**: 130.191 g mol⁻¹
**Highest occupied orbital energy (alpha / beta)**: -6.53 / -6.53 eV

Structure (XYZ):
```
23
Properties=species:S:1:pos:R:3:nbo_charge:R:1
C 1.383 -0.329 2.451 -0.432
H -1.474 0.961 2.598 0.458
H 0.416 2.658 -0.813 0.231
H 0.781 2.156 0.862 0.252
H -0.013 0.957 -2.628 0.197
N -1.489 -1.276 0.313 -0.851
H 0.609 -1.527 -2.534 0.213
H 1.891 1.736 -0.473 0.229
H 2.025 0.543 2.249 0.147
C 0.842 1.864 -0.193 -0.665
O -0.562 0.856 2.907 -0.616
H -1.270 -2.138 -0.171 0.390
H -1.656 0.522 -2.118 0.202
H -1.657 -1.398 1.314 0.429
H -0.518 -1.126 -3.826 0.223
C -0.616 0.200 -2.126 -0.391
C -0.403 -1.161 -2.734 -0.642
C 0.105 0.604 -0.349 0.002
H 1.455 -0.548 3.527 0.196
H 1.776 -1.183 1.891 0.199
N 0.017 -0.121 2.040 -0.351
H -1.125 -1.900 -2.375 0.197
C -0.517 -0.349 0.190 0.385
```

***

Entry iii
Entry from the Open Molecules 2025 dataset: an isolated molecule of C6H14N2O (ωB97M-V with the def2-TZVPD basis set).

**Net charge**: 0
**M**: 130.191 g mol⁻¹
**Highest occupied orbital energy**: -7.63 eV

Structure (XYZ):
```
23
Properties=species:S:1:pos:R:3:nbo_charge:R:1
H 0.389 1.691 1.918 0.186
H 2.948 0.771 -0.816 0.351
N 2.110 0.328 -1.170 -0.851
C -1.580 -0.041 -0.741 0.361
O -1.579 1.294 -1.035 -0.673
H -0.645 -0.336 2.386 0.201
H -1.920 1.800 -0.289 0.476
H 2.334 -0.139 -2.038 0.366
C -1.016 -0.890 -1.636 -0.569
H -1.172 -1.950 -1.512 0.210
H -0.827 -0.534 -2.637 0.225
H 0.690 -1.132 -0.834 0.210
H -0.358 -1.752 1.342 0.203
H 0.562 1.898 0.147 0.193
C -0.616 -0.696 1.359 -0.198
H 1.982 1.710 1.209 0.189
H -2.501 0.379 1.151 0.204
H -2.563 -1.326 0.658 0.238
C 1.552 -0.608 -0.209 -0.073
C 0.951 1.387 1.034 -0.425
C -1.943 -0.427 0.664 -0.510
H 2.282 -1.367 0.125 0.141
N 0.921 -0.060 0.927 -0.453
```

***

What is the stability order? It is entry i, entry iii, entry ii, from most stable to least stable.

***

Entry i
Entry from the Open Molecules 2025 dataset: an isolated molecule of C4H9ClO2 (ωB97M-V with the def2-TZVPD basis set).

**Net charge**: 0
**M**: 124.567 g mol⁻¹
**Highest occupied orbital energy**: -10.10 eV

Structure (XYZ):
```
16
Properties=species:S:1:pos:R:3:nbo_charge:R:1
H 2.625 -0.772 0.287 0.171
Cl -2.427 -1.060 -0.191 -0.183
H 0.636 0.933 0.575 0.192
O -2.074 1.357 0.584 -0.665
H -0.623 1.531 -1.478 0.179
O 0.535 -1.147 -0.021 -0.518
H 1.028 0.861 -1.787 0.227
H 2.126 -2.206 0.852 0.199
C -1.342 0.230 0.654 0.159
H -0.440 -0.295 -1.939 0.247
H -1.295 -0.073 1.717 0.205
C 1.696 -1.143 0.774 -0.279
C -0.021 0.159 0.015 0.042
C -0.009 0.630 -1.461 -0.631
H 1.643 -0.667 1.788 0.178
H -2.058 1.662 -0.369 0.478
```

***

Entry ii
Entry from the Open Molecules 2025 dataset: a cluster of 2 separate species, C4H9ClO2 in total (ωB97M-V with the def2-TZVPD basis set).

**Net charge**: 0
**M**: 124.567 g mol⁻¹
**Highest occupied orbital energy (alpha / beta)**: -9.26 / -8.95 eV

Structure (XYZ):
```
16
Properties=species:S:1:pos:R:3:nbo_charge:R:1
H 0.066 -1.205 1.379 0.291
C 1.064 0.075 -1.122 0.025
C 1.006 -0.471 1.415 -0.742
O 0.306 0.850 -1.924 -0.716
Cl 2.785 0.163 -1.520 -0.027
H 0.849 -0.998 -1.221 0.173
C -2.137 -0.150 -0.021 -0.237
H 1.095 0.179 2.341 0.251
H 0.942 1.514 0.526 0.231
H -2.198 -0.769 0.993 0.123
H 1.874 -1.071 1.248 0.264
H -0.488 1.096 -1.292 0.517
H -3.055 0.230 -0.345 0.200
H -1.729 -0.871 -0.708 0.134
C 1.013 0.453 0.320 0.243
O -1.394 0.976 -0.070 -0.731
```

***

What is the stability order? It is entry i, entry ii, from most stable to least stable.

***

Entry i
Entry from the Open Molecules 2025 dataset: a cluster of 2 separate species, C7H16 in total (ωB97M-V with the def2-TZVPD basis set).

**Net charge**: 0
**M**: 100.205 g mol⁻¹
**Highest occupied orbital energy**: -9.95 eV

Structure (XYZ):
```
23
Properties=species:S:1:pos:R:3:nbo_charge:R:1
H 4.051 -1.255 -0.297 0.186
H -1.633 3.630 0.433 0.229
H -0.803 -1.423 1.241 0.217
H -0.804 1.065 1.120 0.195
H -3.132 -2.341 -0.909 0.215
H -1.381 2.768 -1.438 0.189
H 4.036 1.210 -0.649 0.219
H -2.793 2.790 -0.501 0.199
C 4.860 0.653 -0.055 -0.426
C -1.720 -1.307 0.590 -0.418
C 4.930 -0.727 0.034 -0.365
H -2.446 1.021 1.160 0.195
C -1.798 2.700 -0.172 -0.607
H -2.078 -3.488 0.298 0.207
C -1.690 1.216 0.461 -0.421
C -1.966 -0.021 -0.314 -0.370
H 5.763 -1.172 0.415 0.186
H 5.922 0.943 0.042 0.200
H -1.368 -0.056 -1.419 0.177
C -2.051 -2.516 -0.384 -0.616
H -2.458 -1.073 1.357 0.195
H -1.223 -2.673 -1.111 0.215
H -3.037 0.069 -0.695 0.199
```

***

Entry ii
Entry from the Open Molecules 2025 dataset: a cluster of 2 separate species, C7H16 in total (ωB97M-V with the def2-TZVPD basis set).

**Net charge**: 0
**M**: 100.205 g mol⁻¹
**Highest occupied orbital energy**: -10.00 eV

Structure (XYZ):
```
23
Properties=species:S:1:pos:R:3:nbo_charge:R:1
H -4.006 0.133 0.247 0.199
H 2.549 -2.004 -0.902 0.197
H 1.356 1.590 1.176 0.195
H 0.885 -2.152 -1.009 0.201
C -2.506 -1.474 0.071 -0.403
H -3.370 -2.128 0.409 0.199
H -1.618 -1.831 -0.359 0.201
C 1.169 0.345 -0.313 -0.393
H 2.060 0.831 -0.740 0.200
H 1.918 -3.007 0.354 0.225
C 1.660 -2.143 -0.216 -0.615
H 0.541 0.195 -1.221 0.181
C 0.539 1.428 0.597 -0.397
H -0.507 2.112 -1.016 0.196
H -0.543 3.409 0.414 0.215
H -0.408 1.241 1.086 0.205
C 1.440 -0.964 0.486 -0.394
H -2.290 0.565 -0.394 0.181
H 0.877 3.110 -0.763 0.200
H 0.688 -1.060 1.330 0.206
H 2.446 -0.697 1.021 0.186
C 0.064 2.677 -0.220 -0.607
C -2.943 -0.178 -0.038 -0.379
```

***

What is the stability order? It is entry ii, entry i, from most stable to least stable.

***

Entry i
Entry from the Open Molecules 2025 dataset: an isolated molecule of CH2N4OS (ωB97M-V with the def2-TZVPD basis set).

**Net charge**: 0
**M**: 118.121 g mol⁻¹
**Highest occupied orbital energy**: -9.70 eV

Structure (XYZ):
```
9
Properties=species:S:1:pos:R:3:nbo_charge:R:1
N -0.043 1.661 -0.186 -0.645
H -1.050 2.026 -0.049 0.355
N -1.330 -1.425 0.130 0.181
C -0.341 0.424 -0.276 0.428
H 1.719 0.224 1.195 0.125
N -1.622 -0.229 0.086 -0.194
S 2.133 -0.480 -0.004 0.256
O -0.039 -1.690 -0.322 -0.191
N 0.573 -0.513 -0.575 -0.316
```

***

Entry ii
Entry from the Open Molecules 2025 dataset: an isolated molecule of CH2N4OS (ωB97M-V with the def2-TZVPD basis set).

**Net charge**: 0
**M**: 118.121 g mol⁻¹
**Highest occupied orbital energy**: -9.80 eV

Structure (XYZ):
```
9
Properties=species:S:1:pos:R:3:nbo_charge:R:1
N -0.258 1.669 1.250 -0.050
N -0.824 1.642 0.039 -0.297
N 0.408 0.587 1.490 -0.111
C -0.485 0.485 -0.505 0.132
O 0.832 -1.389 0.276 -0.494
S -0.939 -0.101 -2.089 0.099
N 0.266 -0.149 0.395 0.076
H 1.290 -1.492 1.112 0.500
H -0.290 -1.251 -1.967 0.144
```

***

What is the stability order? It is entry ii, entry i, from most stable to least stable.